{
  "formula": "C36H38O5P2PdS4Si",
  "method": "ωB97M-V/def2-TZVPD",
  "e_homo_ev": -8.1,
  "lumo_energy_ha": -0.02999,
  "relative_energy_kj_mol": 34.9,
  "symbols": ["Pd", "O", "P", "C", "P", "O", "C", "C", "C", "C", "C", "C", "C", "C", "C", "C", "C", "C", "C", "C", "C", "C", "C", "C", "C", "C", "C", "C", "C", "C", "H", "H", "H", "H", "H", "H", "H", "H", "H", "H", "H", "H", "H", "H", "H", "H", "H", "H", "H", "H", "H", "H", "S", "C", "S", "S", "C", "C", "C", "C", "C", "C", "C", "S", "O", "O", "O", "H", "H", "H", "H", "H", "H", "H", "C", "Si", "C", "C", "H", "H", "H", "H", "H", "H", "H", "H", "H"],
  "positions_angstrom": [[-0.6081, -2.5080, -0.4331], [-1.2937, -1.1654, 1.1312], [-1.1560, 0.3006, 1.4455], [-0.2723, 1.3990, 0.3041], [-0.9631, 1.2410, -1.3851], [-1.7029, -0.0223, -1.6279], [-2.0693, 2.6701, -1.5436], [-3.2978, 2.4347, -2.1532], [-4.1888, 3.4805, -2.3514], [-3.8557, 4.7643, -1.9475], [-2.6306, 5.0056, -1.3384], [-1.7417, 3.9620, -1.1379], [0.3945, 1.5220, -2.5346], [0.5431, 0.6124, -3.5746], [1.5900, 0.7614, -4.4723], [2.4845, 1.8130, -4.3332], [2.3286, 2.7304, -3.3019], [1.2827, 2.5852, -2.4034], [-0.4799, 0.5854, 3.0864], [-1.0875, -0.0973, 4.1387], [-0.6262, 0.0694, 5.4333], [0.4440, 0.9188, 5.6825], [1.0558, 1.5940, 4.6371], [0.5957, 1.4273, 3.3391], [-2.7995, 1.0468, 1.4560], [-2.9961, 2.3325, 1.9568], [-4.2389, 2.9343, 1.8575], [-5.2900, 2.2522, 1.2562], [-5.1028, 0.9655, 0.7752], [-3.8582, 0.3591, 0.8752], [0.7990, 1.2181, 0.3191], [-0.5020, 2.3981, 0.6838], [-3.5462, 1.4250, -2.4565], [-5.1449, 3.2897, -2.8214], [-4.5474, 5.5810, -2.1103], [-2.3699, 6.0062, -1.0184], [-0.7909, 4.1691, -0.6593], [-0.1520, -0.2141, -3.6580], [1.7133, 0.0464, -5.2752], [3.3056, 1.9203, -5.0304], [3.0259, 3.5514, -3.1926], [1.1627, 3.3103, -1.6061], [-1.9194, -0.7635, 3.9398], [-1.0990, -0.4633, 6.2478], [0.8043, 1.0502, 6.6946], [1.8998, 2.2432, 4.8294], [1.0959, 1.9373, 2.5268], [-2.1785, 2.8655, 2.4319], [-4.3891, 3.9325, 2.2476], [-6.2568, 2.7302, 1.1607], [-5.9219, 0.4340, 0.3084], [-3.6932, -0.6336, 0.4790], [-3.4169, -3.2122, -3.6899], [-2.4281, -3.3074, -2.4075], [-0.6999, -3.4847, -2.4455], [-2.8168, -2.9851, -0.7415], [7.6669, -0.1504, -1.5732], [6.2534, -0.4691, -1.1702], [5.2177, 0.4207, -1.4442], [3.9156, 0.1419, -1.0646], [3.6418, -1.0409, -0.3959], [4.6548, -1.9421, -0.1102], [5.9541, -1.6494, -0.4963], [1.9780, -1.4012, 0.0738], [1.7373, -0.7418, 1.3433], [1.8137, -2.8594, 0.1091], [1.1465, -0.8790, -1.0272], [7.6925, 0.4462, -2.4850], [8.2446, -1.0589, -1.7404], [8.1716, 0.4229, -0.7923], [5.4320, 1.3426, -1.9730], [3.1114, 0.8220, -1.3150], [4.4219, -2.8671, 0.4001], [6.7478, -2.3533, -0.2751], [0.2324, -5.7149, -0.0322], [-0.8683, -4.5146, 0.8701], [-2.4511, -5.4164, 1.2766], [-0.1531, -3.8000, 2.4385], [0.4437, -6.5486, 0.6458], [1.1733, -5.2570, -0.3328], [-0.2712, -6.1046, -0.9165], [-2.1596, -6.2775, 1.8876], [-2.9626, -5.7780, 0.3861], [-3.1519, -4.8099, 1.8517], [-0.4369, -4.4491, 3.2717], [-0.5222, -2.7937, 2.6299], [0.9323, -3.7383, 2.3668]],
  "lowdin_charge": [0.507, -0.448, 0.779, -0.290, 0.730, -0.351, -0.262, -0.064, -0.072, -0.082, -0.081, -0.092, -0.281, -0.063, -0.059, -0.082, -0.093, -0.092, -0.280, -0.070, -0.071, -0.076, -0.069, -0.076, -0.277, -0.080, -0.075, -0.077, -0.065, -0.065, 0.053, 0.061, 0.111, 0.106, 0.103, 0.103, 0.095, 0.107, 0.108, 0.104, 0.104, 0.100, 0.115, 0.106, 0.105, 0.106, 0.103, 0.111, 0.105, 0.105, 0.109, 0.059, 0.572, -1.747, 0.607, 0.642, -0.052, -0.272, -0.033, -0.041, -0.263, -0.045, -0.036, 0.459, -0.310, -0.371, -0.388, 0.076, 0.076, 0.084, 0.112, 0.095, 0.115, 0.113, -0.218, 0.488, -0.243, -0.180, 0.041, 0.019, 0.023, 0.040, 0.024, 0.032, 0.040, 0.005, 0.033]
}

***

{
  "formula": "C14H34NO8P3S5Y",
  "method": "ωB97M-V/def2-TZVPD",
  "charge": 1,
  "e_homo_ev": -11.0,
  "lumo_energy_ha": -0.08811,
  "relative_energy_kj_mol": 33.7,
  "symbols": ["Y", "C", "C", "S", "C", "C", "S", "C", "C", "S", "H", "H", "H", "H", "H", "H", "H", "H", "H", "H", "H", "H", "N", "C", "C", "P", "O", "O", "O", "P", "O", "O", "O", "H", "H", "H", "H", "H", "H", "H", "H", "C", "C", "C", "O", "P", "S", "S", "O", "C", "C", "C", "H", "H", "H", "H", "H", "H", "H", "H", "H", "H", "H", "H", "H", "H"],
  "positions_angstrom": [[-0.0533, 0.7899, 0.2635], [-0.6626, -2.7226, 3.7867], [-1.9710, -2.0743, 3.3472], [-1.9255, -0.7649, 2.0750], [-2.2787, 0.7430, 3.0255], [-1.1447, 1.2593, 3.8984], [0.3838, 1.6084, 2.9696], [1.6330, 0.5542, 3.7846], [1.5110, -0.9643, 3.6818], [0.3890, -1.7368, 4.8848], [-0.0712, -3.0544, 2.9320], [-0.9164, -3.6115, 4.3652], [-2.4936, -1.6379, 4.1983], [-2.6173, -2.8363, 2.9108], [-3.1691, 0.5640, 3.6277], [-2.5469, 1.4796, 2.2729], [-0.8894, 0.5367, 4.6665], [-1.4482, 2.1923, 4.3710], [1.6846, 0.8848, 4.8222], [2.5606, 0.8722, 3.3031], [2.4975, -1.4076, 3.8195], [1.1611, -1.2521, 2.7018], [-1.2791, 3.8302, -2.4247], [-0.5498, 4.1236, -1.1059], [-0.2913, 5.6121, -0.9312], [0.9708, 3.0407, -1.1733], [2.0918, 3.9202, -1.8679], [1.3642, 2.5856, 0.2046], [0.5016, 1.9060, -2.0354], [-1.6519, 3.4322, 0.2223], [-3.0178, 4.1780, -0.1864], [-1.1996, 3.7388, 1.5835], [-1.8041, 1.9632, -0.1753], [-1.0079, 4.4880, -3.1526], [-2.2921, 3.8730, -2.3156], [-0.9937, 2.8754, -2.7018], [0.3701, 5.9917, -1.7115], [0.1904, 5.7759, 0.0327], [-1.2229, 6.1796, -0.9360], [2.8427, 4.1359, -1.2936], [-3.4605, 4.5969, 0.5676], [0.5197, -5.3589, -1.9408], [-0.3873, -4.2690, -1.4150], [-1.4457, -4.7643, -0.4571], [0.4295, -3.3126, -0.6629], [0.7482, -1.8638, -1.2154], [1.8771, -1.0121, 0.2152], [-0.9641, -0.8955, -1.6084], [1.5638, -2.1930, -2.5189], [2.2049, -1.3709, -3.5502], [1.1514, -0.7508, -4.4427], [3.1682, -0.3595, -2.9696], [-0.0743, -6.1053, -2.4717], [1.0368, -5.8510, -1.1118], [1.2637, -4.9515, -2.6247], [-0.8602, -3.7316, -2.2381], [-0.9709, -5.1928, 0.4298], [-2.0520, -5.5367, -0.9339], [-2.0993, -3.9449, -0.1510], [2.7641, -2.1149, -4.1097], [0.5815, 0.0027, -3.8964], [0.4658, -1.5109, -4.8227], [1.6438, -0.2709, -5.2918], [2.6339, 0.4782, -2.5211], [3.7925, 0.0229, -3.7799], [3.8154, -0.8121, -2.2187]],
  "nbo_charge": [1.509, -0.545, -0.512, 0.249, -0.526, -0.549, 0.261, -0.523, -0.556, 0.199, 0.235, 0.244, 0.234, 0.239, 0.240, 0.245, 0.253, 0.246, 0.237, 0.244, 0.236, 0.245, -0.700, -0.605, -0.647, 2.378, -0.987, -1.131, -1.132, 2.381, -1.023, -1.071, -1.191, 0.433, 0.451, 0.487, 0.231, 0.268, 0.234, 0.536, 0.536, -0.629, 0.105, -0.624, -0.840, 1.772, -0.593, -0.594, -0.853, 0.128, -0.640, -0.642, 0.221, 0.218, 0.226, 0.191, 0.214, 0.224, 0.218, 0.198, 0.227, 0.223, 0.221, 0.218, 0.226, 0.231]
}

***

{
  "formula": "C5H11ClCoFeNS",
  "method": "ωB97M-V/def2-TZVPD",
  "charge": -2,
  "multiplicity": 9,
  "e_homo_ev": [0.8, -1.0],
  "lumo_energy_ha": [0.18246, 0.18232],
  "symbols": ["Co", "Cl", "C", "H", "H", "H", "Fe", "C", "C", "C", "H", "H", "H", "H", "H", "H", "H", "H", "S", "C", "N"],
  "positions_angstrom": [[-0.5122, 1.2501, 1.3218], [-1.1141, 3.3094, 1.7492], [-1.9654, -0.3411, 1.3205], [-1.7903, -0.9355, 2.2089], [-2.2424, -1.0078, 0.5082], [-2.7619, 0.3627, 1.4811], [0.3870, -0.1811, -1.5029], [2.1827, 0.4881, -1.5020], [-0.9922, -0.3695, -2.7713], [0.2273, -1.4428, -0.3416], [-1.3391, -1.4345, -2.5836], [-1.8468, 0.3764, -2.7432], [-0.3756, -0.2687, -3.7060], [2.6743, -0.3706, -1.0232], [2.3815, 0.5324, -2.5800], [2.4370, 1.4450, -0.9993], [-0.7290, -1.9740, -0.2150], [1.3063, -1.5974, 0.0223], [2.1720, 0.8082, 5.0363], [1.2781, 0.7138, 3.6709], [0.6228, 0.6368, 2.6489]],
  "mulliken_spin": [2.705, 0.066, 0.225, -0.004, -0.029, 0.000, 4.142, -0.060, -0.039, 0.759, 0.038, 0.027, 0.029, 0.033, 0.025, 0.021, -0.055, 0.053, 0.020, 0.035, 0.008]
}

***

{
  "formula": "C23H20N6O6",
  "method": "ωB97M-V/def2-TZVPD",
  "e_homo_ev": -7.3,
  "lumo_energy_ha": -0.07432,
  "relative_energy_kj_mol": 205.6,
  "symbols": ["O", "N", "O", "C", "C", "C", "C", "C", "C", "N", "C", "C", "C", "C", "C", "C", "C", "C", "C", "C", "C", "C", "H", "H", "H", "H", "H", "H", "H", "H", "H", "H", "H", "H", "H", "H", "H", "H", "H", "H", "O", "N", "C", "C", "C", "N", "O", "O", "N", "C", "N", "C", "O", "H", "H"],
  "positions_angstrom": [[5.7378, 2.0013, 1.4623], [4.9116, 1.3584, 2.1468], [5.2439, 0.5756, 3.0589], [3.5360, 1.5006, 1.8118], [2.6101, 0.5950, 2.3640], [1.4485, 0.3156, 1.6583], [1.2484, 0.8725, 0.3861], [0.0960, 0.4631, -0.5476], [-1.1344, -0.1883, 0.2887], [-2.2635, 0.4841, 0.4584], [-2.4149, 1.9649, 0.3976], [-3.8129, 2.2479, 0.9134], [-4.6088, 0.9479, 0.8332], [-3.5793, -0.1865, 0.7175], [-1.0007, -1.5263, 0.8907], [-0.3155, -2.5430, 0.1843], [-0.0860, -3.7848, 0.7492], [-0.5703, -4.0648, 2.0234], [-1.2663, -3.0979, 2.7450], [-1.4601, -1.8248, 2.2081], [2.0820, 1.9058, -0.0494], [3.2507, 2.1972, 0.6196], [2.8422, 0.0620, 3.2800], [0.6719, -0.2806, 2.1364], [-0.4144, 1.3241, -0.9814], [-1.6228, 2.4473, 0.9822], [-2.3016, 2.2578, -0.6529], [-3.7624, 2.5471, 1.9590], [-4.2735, 3.0420, 0.3420], [-5.2257, 0.8129, 1.7244], [-5.2684, 0.9150, -0.0392], [-3.8252, -0.8770, -0.1116], [-3.5489, -0.7742, 1.6505], [-0.0117, -2.3826, -0.8520], [0.4530, -4.5015, 0.1449], [-0.3859, -5.0457, 2.4505], [-1.6714, -3.3258, 3.7220], [-1.9648, -1.0505, 2.7992], [1.7835, 2.5356, -0.8836], [3.9844, 2.8818, 0.2168], [2.1819, -1.7717, -0.3734], [2.8197, -1.1629, -1.2632], [2.1304, -0.2438, -2.1269], [0.6286, -0.1052, -1.7834], [0.0776, 0.4755, -3.0633], [-1.2127, 0.7069, -3.3185], [-2.2523, 0.7425, -2.6660], [-1.2948, 0.9928, -4.7435], [-0.0383, 0.9872, -5.3371], [0.7879, 0.6430, -4.2856], [2.0985, 0.5001, -4.4398], [2.7497, 0.0290, -3.3433], [4.0319, -1.3486, -1.4187], [0.3416, -1.0910, -1.5401], [3.8398, -0.1550, -3.5045]],
  "nbo_charge": [-0.379, 0.502, -0.375, 0.013, -0.150, -0.218, 0.029, -0.298, 0.559, -0.303, -0.234, -0.416, -0.415, -0.226, -0.230, -0.088, -0.194, -0.153, -0.244, -0.112, -0.158, -0.175, 0.250, 0.218, 0.245, 0.229, 0.247, 0.215, 0.240, 0.227, 0.228, 0.240, 0.225, 0.228, 0.237, 0.228, 0.227, 0.205, 0.220, 0.259, -0.508, 0.496, -0.086, -0.294, 0.017, 0.379, -0.503, -0.196, -0.111, 0.293, -0.539, 0.099, -0.427, 0.237, 0.241]
}